Formula: C18H21BiClN2O3
Source: the Open Molecules 2025 dataset
Level of theory: ωB97M-V with the def2-TZVPD basis set

Computed properties:
Net charge   -1
Energy relative to the best compared isomer or geometry (same formula, charge and spin)   24.7 kcal/mol
Energy   -1708.58086 Ha
HOMO   -2.90 eV
E_LUMO   0.0792 hartree
Multiplicity   1

Each line ends with the natural charge from an NBO analysis.
Geometry (Å):
1 N 0.446 1.324 -0.182  -0.759
2 C 3.195 1.825 -0.361  0.728
3 C -3.699 -0.013 -2.683  -0.343
4 H -2.379 1.458 -3.796  0.237
5 H -5.465 -1.463 1.025  0.180
6 H 4.064 1.604 2.091  0.220
7 C -2.466 0.532 -3.229  -0.493
8 H 2.421 -1.479 -1.242  0.226
9 C 2.820 0.176 3.137  -0.625
10 C 3.556 -0.574 0.359  -0.384
11 C -3.886 -0.203 2.011  -0.371
12 H -1.574 -2.584 -2.317  0.220
13 O 4.289 2.364 -0.359  -0.576
14 H -4.164 -2.038 -1.889  0.231
15 C 1.230 0.394 0.457  0.685
16 H -4.382 0.759 2.128  0.185
17 H 3.191 -1.349 1.044  0.238
18 C -3.477 -2.408 1.456  -0.341
19 H 4.114 -1.970 -1.161  0.214
20 C 0.929 2.031 -1.223  0.784
21 H 2.555 2.901 -2.027  0.426
22 H -1.826 0.176 2.851  0.184
23 H -1.352 -2.401 2.188  0.188
24 H 3.667 -0.518 3.164  0.199
25 C -4.463 -1.379 1.439  -0.370
26 H 1.906 -0.396 2.941  0.245
27 H 3.696 -0.360 -1.805  0.197
28 C 3.026 1.232 2.066  -0.375
29 C -2.290 -1.873 2.044  -0.353
30 O 0.742 -0.664 0.865  -0.543
31 C -3.432 -1.336 -2.281  -0.238
32 Cl -2.679 3.889 -0.525  -0.595
33 Bi -1.840 1.629 -0.998  1.738
34 H 2.743 0.647 4.121  0.213
35 C 3.438 -1.115 -1.054  -0.619
36 C -2.540 -0.510 2.388  -0.365
37 H 2.380 2.100 2.262  0.210
38 C -2.061 -1.630 -2.523  -0.267
39 H -4.667 0.494 -2.681  0.223
40 C -1.453 -0.497 -3.103  -0.335
41 H 4.597 -0.363 0.645  0.208
42 O 0.111 2.499 -2.084  -0.727
43 H -3.598 -3.411 1.056  0.180
44 H -0.431 -0.420 -3.483  0.217
45 N 2.271 2.191 -1.356  -0.655
46 C 2.736 0.724 0.623  -0.245